{"formula": "C10H26AsCoNO8P2", "method": "ωB97M-V/def2-TZVPD", "multiplicity": 5, "de_lowest_kcal_mol": 15.7, "total_charge": 1, "symbols": ["Co", "O", "P", "O", "O", "O", "P", "O", "O", "O", "H", "H", "C", "N", "C", "C", "C", "O", "H", "H", "H", "H", "H", "H", "H", "H", "H", "C", "C", "As", "C", "C", "C", "C", "H", "H", "H", "H", "H", "H", "H", "H", "H", "H", "H", "H", "H", "H", "H"], "positions_angstrom": [[1.058, 0.232, 1.271], [3.797, -1.767, 0.277], [2.278, -2.380, 0.179], [2.162, -3.549, -0.711], [1.417, -1.132, -0.171], [1.851, -2.795, 1.732], [1.498, -1.664, 2.870], [1.397, -2.520, 4.155], [2.587, -0.575, 2.662], [0.097, -1.134, 2.513], [4.095, -1.371, 1.084], [2.193, -3.083, 4.173], [2.339, 4.738, -1.155], [1.308, 3.855, -0.618], [0.032, 4.347, -0.232], [1.584, 2.597, -0.269], [2.792, 1.908, -0.691], [0.681, 1.982, 0.407], [1.797, 5.397, -1.867], [3.129, 4.149, -1.629], [2.755, 5.312, -0.382], [-0.270, 5.060, -1.007], [0.022, 4.738, 0.829], [-0.702, 3.556, -0.211], [3.097, 2.318, -1.598], [2.632, 0.846, -0.665], [3.633, 2.114, 0.032], [-0.704, -3.571, -1.467], [-1.125, -3.148, -0.062], [-1.518, -1.230, 0.138], [-1.868, -0.492, -1.722], [-3.289, -0.820, -2.221], [-2.985, -0.925, 1.362], [-3.318, 0.561, 1.361], [-0.344, -4.602, -1.363], [0.235, -3.059, -1.829], [-1.545, -3.478, -2.133], [-0.333, -3.204, 0.621], [-2.020, -3.711, 0.268], [-1.234, -1.161, -2.346], [-1.601, 0.560, -1.817], [-3.475, -1.866, -2.074], [-3.310, -0.602, -3.295], [-4.031, -0.276, -1.715], [-2.601, -1.341, 2.279], [-3.879, -1.491, 1.009], [-2.475, 1.132, 1.728], [-4.240, 0.786, 1.979], [-3.600, 0.757, 0.318]]}